1.
Entry from the Open Molecules 2025 dataset: a molecular structure, C31H20IN7O5S3W in a non-equilibrium geometry (wB97M-V/def2-TZVPD).

Calculated values
- gap between HOMO and LUMO (spin up / spin down) (eV) = 5.5 / 5.5
- lowest unoccupied orbital energy (spin up / spin down) (Eh) = -0.09213 / -0.09224
- energy relative to the best compared isomer or geometry (same formula, charge and spin) (eV) = 2.7056
- charge = 0
- HOMO energy (spin up / spin down) (eV) = -8.0 / -8.0

Each line ends with the Löwdin charge.
Positions of all 68 atoms, in Å:
W: -0.2882 -0.1639 -1.7710  1.1206
C: -3.7651 1.8899 -5.1583  -0.0566
C: -3.0671 2.5421 -3.9965  -0.2568
N: -3.3954 3.8138 -3.7718  0.1204
C: -2.8227 4.4814 -2.7800  -0.0758
C: -1.8645 3.9484 -1.9310  -0.1260
C: -1.2782 4.7811 -0.8211  -0.1928
O: 0.1360 4.9040 -0.8955  -0.0507
C: -1.4902 2.6221 -2.1385  -0.0757
C: -0.4568 1.9160 -1.3032  -0.2572
N: -0.9507 0.9809 -0.3806  -0.2161
C: -0.9029 0.9043 1.0142  -0.3638
C: -0.5245 1.9478 1.8503  -0.0051
C: -0.3824 1.7178 3.2121  -0.0319
C: -0.6405 0.4658 3.7594  -0.0409
C: -1.0344 -0.5845 2.9366  -0.1018
C: -1.1446 -0.3449 1.5823  -0.5564
I: -1.5832 -1.8612 0.1857  1.2171
C: -2.1210 1.9405 -3.1719  -0.1649
O: -1.7127 0.5894 -3.2525  -0.5828
H: -4.3306 2.6656 -5.6676  0.0868
H: -4.4598 1.1149 -4.8328  0.0791
H: -3.0663 1.4553 -5.8735  0.0541
H: -3.1471 5.5092 -2.6515  0.1212
H: -1.4893 4.3154 0.1414  0.1167
H: -1.7590 5.7627 -0.8141  0.1237
H: 0.3588 5.4930 -1.6235  0.1001
H: 0.3721 2.5503 -1.0028  0.0963
H: -0.2928 2.9155 1.4232  0.1085
H: -0.0215 2.4927 3.8761  0.1110
H: -0.4848 0.3097 4.8226  0.0913
H: -1.2163 -1.5675 3.3503  0.1122
S: -2.0788 -0.5339 -4.4743  1.0847
C: -1.2507 -1.8664 -3.6700  -0.5763
C: -2.0194 -3.0238 -3.4226  -0.0585
C: -1.4127 -4.1978 -3.0444  -0.1825
C: -2.2149 -5.3617 -2.7915  -0.1607
N: -2.8659 -6.2872 -2.5971  0.2009
C: -0.0028 -4.2449 -2.8897  -0.1764
C: 0.7503 -3.1152 -3.1144  -0.0669
C: 0.1597 -1.9033 -3.5287  -0.7437
S: 1.1515 -0.4573 -3.6790  0.6749
C: 0.6496 -5.4493 -2.4596  -0.1627
N: 1.1888 -6.3940 -2.0917  0.1989
H: -3.0945 -2.9828 -3.5314  0.1285
H: 1.8242 -3.1473 -2.9827  0.1298
O: 1.4690 1.6376 5.6913  -0.3648
S: 1.8232 0.5008 6.5253  0.4070
O: 2.6656 0.7918 7.6546  -0.3293
O: 0.7108 -0.4122 6.7622  -0.3553
C: 2.8373 -0.5444 5.4331  -0.3302
N: 3.5586 -1.5209 5.9913  0.1365
C: 4.1599 -2.3625 5.1669  -0.1042
C: 4.0108 -2.3006 3.7842  0.0048
C: 3.2339 -1.2575 3.3196  -0.2373
N: 2.6837 -0.3601 4.1302  0.1703
C: 2.8155 -1.0690 1.9119  -0.1146
C: 2.5914 0.2163 1.4328  0.0335
C: 1.9284 0.3804 0.2421  -0.0994
N: 1.4121 -0.6470 -0.4591  -0.1343
C: 1.7559 -1.8853 -0.0608  -0.1698
C: 2.4750 -2.1365 1.0866  0.0233
H: 4.7683 -3.1374 5.6221  0.1131
H: 4.4883 -3.0163 3.1291  0.1096
H: 2.8715 1.0768 2.0246  0.1360
H: 1.7315 1.3690 -0.1469  0.1077
H: 1.3857 -2.7057 -0.6589  0.0773
H: 2.6648 -3.1602 1.3785  0.1264

Atomic forces in eV per Å
W -0.49 -0.56 -0.74
C -0.01 -0.02 0.02
C 0.00 0.02 0.00
N 0.01 0.02 -0.01
C 0.00 -0.01 -0.01
C 0.02 -0.01 -0.04
C 0.00 0.01 0.00
O 0.01 0.01 0.00
C 0.01 -0.06 -0.03
C 0.20 0.14 -0.03
N 0.04 0.03 -0.12
C -0.04 -0.04 0.00
C -0.02 0.01 0.03
C 0.03 -0.06 0.07
C 0.02 0.06 0.04
C -0.02 -0.02 0.01
C -0.02 0.04 -0.03
I -0.03 -0.03 0.01
C 0.11 0.01 0.00
O -0.20 0.05 0.43
H -0.01 -0.01 0.00
H 0.02 -0.02 0.00
H 0.00 0.02 -0.01
H 0.01 0.00 0.00
H 0.01 -0.01 0.03
H 0.00 0.00 0.01
H 0.00 -0.01 -0.01
H -0.05 0.04 0.02
H 0.00 0.03 -0.02
H 0.00 0.00 -0.04
H 0.01 -0.06 -0.06
H 0.01 0.00 0.01
S 0.07 -0.05 -0.08
C 0.11 0.40 0.32
C 0.01 -0.21 0.11
C -0.11 0.09 -0.02
C 0.02 -0.01 -0.03
N -0.01 0.01 0.02
C 0.12 0.08 -0.01
C -0.05 -0.19 -0.04
C 0.31 0.11 0.22
S -0.05 0.26 0.00
C -0.03 0.00 0.01
N 0.01 0.00 -0.01
H 0.00 0.01 0.00
H 0.00 0.00 -0.03
O 0.00 0.06 0.02
S 0.03 -0.01 -0.11
O -0.04 0.01 0.06
O -0.02 0.07 -0.03
C -0.04 -0.12 0.14
N 0.07 0.07 -0.04
C -0.04 0.01 -0.02
C 0.05 -0.01 0.01
C 0.03 -0.03 -0.02
N -0.07 0.01 0.00
C 0.02 -0.03 -0.06
C 0.07 0.01 0.03
C -0.09 0.08 -0.03
N 0.09 -0.13 -0.01
C 0.03 -0.01 -0.01
C -0.01 0.03 -0.06
H 0.00 0.01 0.00
H -0.03 -0.01 -0.01
H -0.01 -0.03 0.01
H 0.03 -0.06 0.03
H -0.07 0.01 0.03
H -0.01 0.00 0.02

2.
Entry from the Open Molecules 2025 dataset: a molecular structure, C31H22AsCl5N10OS4V in a non-equilibrium geometry (wB97M-V/def2-TZVPD).

Calculated values
- gap between HOMO and LUMO (spin up / spin down) (eV) = 3.8 / 4.4
- expectation value of S² = 3.7795
- multiplicity = 4
- lowest unoccupied orbital energy (spin up / spin down) (Eh) = 0.11859 / 0.11859
- energy relative to the best compared isomer or geometry (same formula, charge and spin) (eV) = 0.6984
- charge = -2
- HOMO energy (spin up / spin down) (eV) = -0.6 / -1.2

Each line ends with the Löwdin charge.
Positions of all 75 atoms, in Å:
V: 2.1381 -0.4927 -1.6805  0.0396
C: -1.1411 3.6175 2.8998  -0.0931
N: -0.2552 3.6903 1.7588  -0.1358
C: 0.3578 2.7134 1.0607  -0.1267
N: 1.1397 3.2360 0.1476  0.1024
C: 0.9605 4.5667 0.3196  -0.2212
N: 0.1282 4.8952 1.2855  0.0878
C: -2.6123 3.5182 2.5665  -0.1896
C: -3.4408 4.6170 2.7570  -0.0359
C: -4.8064 4.5153 2.5224  -0.0725
C: -5.3571 3.3162 2.1166  -0.0239
C: -4.5329 2.2087 1.9206  -0.1308
C: -3.1610 2.3219 2.1294  0.0430
C: -5.1182 0.9332 1.5438  -0.2958
N: -6.3667 0.6191 1.4354  0.1059
N: -6.4102 -0.7194 1.1218  0.1069
C: -5.1833 -1.1243 1.0505  -0.2813
O: -4.3110 -0.1224 1.3053  0.1406
C: -4.6686 -2.4511 0.7591  -0.1340
C: -5.5392 -3.4850 0.4288  -0.0293
C: -5.0236 -4.7324 0.1280  -0.0733
C: -3.6547 -4.9526 0.1457  -0.0302
C: -2.7781 -3.9229 0.4748  -0.1674
C: -1.2873 -4.1866 0.4593  -0.0749
N: -0.4899 -3.0134 0.7111  -0.1383
C: -0.2513 -2.0110 -0.1385  -0.2586
N: 0.5345 -1.1241 0.4304  0.0433
C: 0.7737 -1.6531 1.6580  -0.2474
N: 0.1677 -2.8018 1.8858  0.0988
C: -3.2929 -2.6783 0.7871  0.0502
H: -0.9633 4.5285 3.4676  0.1164
H: -0.8425 2.7657 3.5123  0.1313
H: 0.2159 1.6567 1.2396  0.1209
H: 1.4578 5.3102 -0.2811  0.1010
H: -3.0117 5.5593 3.0753  0.1106
H: -5.4414 5.3800 2.6679  0.1012
H: -6.4211 3.2073 1.9545  0.1116
H: -2.5289 1.4565 1.9655  0.1287
H: -6.6026 -3.2886 0.4015  0.1091
H: -5.6923 -5.5402 -0.1413  0.1003
H: -3.2583 -5.9257 -0.1201  0.1166
H: -0.9976 -4.5805 -0.5177  0.1394
H: -1.0292 -4.9163 1.2261  0.1280
H: -0.6848 -1.9357 -1.1276  0.0379
H: 1.4209 -1.1891 2.3853  0.0987
H: -2.6293 -1.8609 1.0364  0.1227
S: -1.1866 -2.8762 -4.1571  -0.2681
As: 0.5217 -1.6676 -3.8275  -0.4876
S: 0.0612 0.0761 -2.5656  0.0146
S: 1.8734 -2.6981 -2.3678  0.0607
S: 1.5498 -1.1613 -5.5994  -0.1465
N: 3.5395 -2.4235 0.4646  0.1230
C: 3.9328 -1.1295 0.6238  -0.3997
C: 4.8121 -0.7695 1.6490  -0.0454
C: 5.1582 0.5565 1.8306  -0.1039
C: 4.6081 1.5072 0.9733  -0.0916
C: 3.7605 1.0867 -0.0252  -0.1245
N: 3.4077 -0.2091 -0.2299  -0.0426
H: 4.1284 -3.1320 0.8629  0.0960
H: 3.0872 -2.6527 -0.4186  -0.0437
H: 5.2165 -1.5476 2.2851  0.0997
H: 5.8449 0.8425 2.6173  0.0906
H: 4.8443 2.5581 1.0684  0.0938
H: 3.3412 1.8004 -0.7265  0.0595
Cl: 5.1753 -2.0990 -2.4539  0.6357
C: 4.7229 -0.7032 -3.3911  -0.6737
C: 3.6111 0.0627 -3.0114  -0.3193
C: 3.5388 1.2868 -3.6941  -0.6932
Cl: 2.4088 2.4790 -3.1185  0.6313
C: 4.3406 1.6426 -4.7717  -0.7172
Cl: 4.1197 3.1453 -5.6010  0.6206
C: 5.3320 0.7692 -5.1960  -0.7192
Cl: 6.3320 1.1635 -6.5512  0.6146
C: 5.5482 -0.3965 -4.4725  -0.7081
Cl: 6.8591 -1.4352 -4.9305  0.6115

Atomic forces in eV per Å
V -1.01 0.60 0.18
C -0.11 -0.02 0.02
N 0.07 -0.12 -0.05
C -0.05 -0.02 0.12
N 0.06 0.05 -0.14
C -0.02 0.00 -0.01
N 0.02 0.06 -0.04
C 0.05 0.15 0.07
C 0.00 -0.06 -0.10
C 0.02 0.11 0.03
C -0.06 -0.16 -0.02
C 0.23 0.30 0.04
C -0.10 -0.17 0.01
C -0.31 -0.22 -0.13
N 0.12 0.39 0.17
N 0.09 -0.37 -0.14
C -0.30 0.15 0.04
O 0.13 0.03 0.08
C 0.24 -0.32 -0.10
C -0.07 0.19 0.06
C 0.01 -0.12 -0.02
C 0.01 0.10 0.01
C 0.06 -0.08 0.00
C 0.00 0.01 -0.02
N 0.15 0.10 0.07
C -0.34 -0.15 -0.09
N 0.36 0.44 0.33
C -0.30 -0.33 -0.21
N -0.02 0.07 0.05
C -0.14 0.17 0.04
H 0.03 -0.04 0.07
H 0.03 -0.02 -0.04
H -0.01 -0.02 -0.02
H 0.00 0.01 -0.01
H 0.00 -0.01 0.03
H -0.01 -0.01 -0.01
H 0.00 0.03 -0.01
H 0.02 0.02 0.02
H 0.00 -0.03 -0.02
H -0.01 0.01 -0.01
H 0.00 0.00 -0.01
H -0.01 -0.01 -0.02
H 0.04 -0.01 -0.02
H 0.05 -0.05 -0.02
H 0.01 -0.03 0.03
H 0.03 -0.05 -0.03
S -0.37 -0.18 0.32
As -0.18 -0.48 -0.58
S -0.98 0.37 -0.59
S -0.13 -0.94 -0.28
S 0.14 0.12 -0.01
N -0.02 0.05 0.00
C -0.08 0.08 -0.09
C 0.10 0.15 0.15
C -0.13 -0.17 -0.12
C 0.02 0.08 0.10
C 0.01 -0.19 -0.08
N 1.65 0.07 1.99
H 0.03 -0.02 -0.02
H -0.02 -0.01 -0.02
H 0.00 0.00 0.00
H 0.01 0.00 0.00
H -0.02 0.00 -0.03
H -0.03 -0.03 0.03
Cl 0.04 -0.12 0.13
C -0.11 0.26 -0.18
C 1.11 0.60 -1.00
C 0.18 -0.27 0.01
Cl -0.14 0.13 0.08
C -0.07 -0.02 0.00
Cl 0.00 0.08 -0.03
C 0.01 -0.02 0.06
Cl 0.02 0.02 -0.05
C -0.06 -0.05 0.07
Cl 0.04 -0.03 -0.02

3.
Entry from the Open Molecules 2025 dataset: a molecular structure, C31H22BrCl2F5N6O3TeV in a non-equilibrium geometry (wB97M-V/def2-TZVPD).

Calculated values
- gap between HOMO and LUMO (spin up / spin down) (eV) = 4.9 / 5.6
- expectation value of S² = 3.8010
- multiplicity = 4
- lowest unoccupied orbital energy (spin up / spin down) (Eh) = 0.14952 / 0.10857
- energy relative to the best compared isomer or geometry (same formula, charge and spin) (eV) = 7.1113
- charge = -2
- HOMO energy (spin up / spin down) (eV) = -0.8 / -2.7

Each line ends with the Löwdin charge.
Positions of all 72 atoms, in Å:
V: 0.2937 0.6073 -0.5493  0.6276
Cl: -4.5139 1.1930 -4.9282  0.6756
C: -3.4229 0.2638 -3.9736  -0.6593
C: -2.1804 0.7705 -3.6744  -0.0388
C: -1.3066 0.0379 -2.8570  -0.1934
N: -0.0989 0.4865 -2.4684  -0.0672
C: 0.6395 1.3307 -3.2344  -0.6010
O: 0.5095 1.5219 -4.4406  0.0724
C: 1.7444 1.8995 -2.4471  -0.3103
C: 2.5890 2.8473 -3.0016  -0.0096
C: 3.6581 3.3130 -2.2650  -0.0397
C: 3.8404 2.7775 -0.9829  -0.0496
C: 2.9492 1.8587 -0.4905  -0.1037
N: 1.8898 1.4083 -1.1894  -0.0918
C: -1.7095 -1.2431 -2.3457  -0.2045
C: -2.9749 -1.7489 -2.7113  -0.0277
C: -3.8062 -1.0018 -3.5034  -0.6753
Cl: -5.3685 -1.6324 -3.9050  0.6273
N: -0.8810 -1.8430 -1.4994  0.1331
C: -0.7864 -3.1525 -1.2896  -0.4896
O: -0.9739 -4.0457 -2.1220  0.0381
C: -0.3119 -3.4974 0.0890  -0.2132
C: 0.1855 -4.7765 0.3363  -0.0146
C: 0.5460 -5.1104 1.6242  -0.0797
C: 0.3749 -4.1657 2.6275  -0.0680
C: -0.1389 -2.9257 2.2801  -0.1402
N: -0.4653 -2.5907 1.0488  0.1486
H: -1.8918 1.7593 -4.0053  0.0963
H: 2.3487 3.2064 -3.9908  0.1253
H: 4.3135 4.0816 -2.6466  0.1009
H: 4.6598 3.1144 -0.3655  0.0978
H: 3.0585 1.4767 0.5197  0.1186
H: -3.2777 -2.7210 -2.3530  0.1115
H: 0.2705 -5.4670 -0.4882  0.1081
H: 0.9423 -6.0906 1.8532  0.0956
H: 0.6420 -4.3800 3.6509  0.0956
H: -0.3063 -2.1586 3.0263  0.1111
Br: 2.3045 -1.6049 -1.2706  0.9266
C: 2.6664 -1.8472 0.6033  -0.5347
C: 3.5325 -2.8642 0.9350  -0.1517
C: 3.8604 -3.0945 2.2714  -0.1105
C: 3.3364 -2.2802 3.2371  -0.0671
C: 2.4551 -1.2278 2.9119  -0.2026
C: 1.9511 -0.3982 3.9274  -0.0771
C: 1.1013 0.6273 3.6028  -0.0916
C: 0.7019 0.8285 2.2821  -0.1092
C: 1.1274 0.0380 1.2151  -0.1819
C: 2.0596 -0.9935 1.5514  -0.2415
H: 3.9571 -3.4795 0.1579  0.0866
H: 4.5248 -3.9085 2.5297  0.0923
H: 3.5879 -2.4285 4.2801  0.0997
H: 2.2501 -0.5819 4.9526  0.0949
H: 0.7277 1.2847 4.3783  0.0931
H: 0.0371 1.6587 2.0810  0.0840
C: -3.7801 2.8200 1.1647  -0.0508
N: -3.3489 1.5450 1.6988  -0.1794
C: -3.1223 1.5235 3.1269  -0.0662
C: -2.6005 0.7374 0.9824  -0.2783
N: -2.0238 -0.1006 0.4424  0.2104
H: -4.7305 3.0843 1.6345  0.0780
H: -3.9041 2.7421 0.0909  0.0780
H: -3.0445 3.6058 1.3509  0.0897
H: -4.0330 1.8681 3.6245  0.0780
H: -2.2946 2.1809 3.4272  0.0880
H: -2.9049 0.5053 3.4517  0.0886
F: 0.3793 4.8109 -2.6355  -0.5663
Te: -0.5302 3.1126 -1.7157  2.0315
F: 0.9658 3.8831 -0.4524  -0.4894
F: -1.4543 4.4245 -0.6101  -0.4484
F: -1.9474 3.9630 -3.0712  -0.5696
F: -2.4351 2.2044 -1.4204  -0.4809
O: -0.4101 1.9595 -0.0665  -0.6286

Atomic forces in eV per Å
V 0.47 -6.58 1.31
Cl -0.03 0.16 -0.08
C 0.71 0.46 -0.05
C -0.27 -0.10 -0.28
C -0.48 -0.26 -0.51
N -0.34 -0.78 -0.95
C 0.09 -0.72 -1.95
O 0.22 0.03 0.51
C 1.74 -0.15 0.06
C 0.09 -0.02 -0.12
C -0.21 -0.42 0.55
C 0.12 0.42 -0.68
C -0.20 -0.24 0.31
N 2.25 1.67 -1.39
C 0.31 -0.20 0.34
C -0.60 0.11 -0.37
C 0.18 -0.74 0.54
Cl -0.22 -0.19 -0.03
N -0.12 0.93 -0.74
C -0.14 -0.61 -0.20
O 0.02 0.14 0.22
C 0.01 -0.54 0.53
C -0.04 0.13 -0.21
C -0.01 0.11 0.21
C 0.01 -0.09 -0.10
C -0.05 -0.14 0.37
N -0.21 -0.19 -0.63
H -0.16 0.04 -0.04
H -0.01 0.04 0.00
H 0.03 0.03 -0.04
H 0.02 -0.03 0.12
H -0.12 0.01 -0.17
H -0.04 0.00 0.00
H 0.00 -0.05 -0.07
H 0.05 -0.06 0.00
H 0.03 0.00 0.12
H 0.09 0.07 0.13
Br 0.27 -0.40 0.56
C 0.38 -0.46 -0.49
C -0.37 0.35 -0.57
C -0.05 0.14 0.52
C 0.19 -0.21 -0.04
C 0.08 -0.05 -0.32
C -0.23 0.28 0.14
C 0.25 -0.33 0.46
C -0.03 -0.06 -0.39
C 0.63 -0.33 1.24
C 0.11 0.25 0.49
H 0.00 -0.06 -0.12
H 0.05 -0.02 0.02
H 0.03 -0.03 0.08
H 0.04 0.00 0.05
H -0.03 0.05 0.07
H -0.01 -0.02 -0.04
C -0.15 0.43 -0.31
N -0.19 0.37 0.48
C 0.06 -0.03 0.32
C -0.21 -0.69 -0.14
N 0.21 -0.23 -0.24
H -0.02 -0.01 0.05
H 0.11 0.01 -0.14
H 0.06 0.00 -0.05
H 0.04 -0.02 0.00
H -0.04 -0.05 -0.06
H 0.02 0.06 -0.02
F -0.13 -0.92 0.03
Te -3.61 8.17 0.96
F -0.03 -0.44 -0.55
F 0.44 -0.84 -0.37
F 0.72 -0.76 0.12
F 0.57 -0.16 -0.15
O -2.34 3.78 1.73